1.
DFT (wB97M-V/def2-TZVPD) results for a structure of composition C14H26N7S2Tl in a non-equilibrium geometry.

The geometry in XYZ format:
```
50
Properties=species:S:1:pos:R:3
Tl -0.777 -0.253 0.271
N 1.815 -0.284 0.827
C 2.707 -0.666 -0.248
C 2.541 0.316 -1.407
N 1.199 0.326 -1.984
C 0.904 1.596 -2.648
C -0.507 2.124 -2.362
N -0.686 2.358 -0.936
C 1.056 -0.814 -2.882
C -0.338 -1.012 -3.481
N -1.352 -1.203 -2.457
H 1.996 0.665 1.142
H 1.896 -0.905 1.624
H 2.457 -1.685 -0.549
H 3.766 -0.660 0.052
H 3.299 0.089 -2.177
H 2.748 1.310 -1.004
H 1.040 1.514 -3.738
H 1.604 2.359 -2.296
H -1.257 1.390 -2.654
H -0.648 3.035 -2.974
H -1.590 2.780 -0.754
H 0.026 2.980 -0.567
H 1.326 -1.708 -2.319
H 1.765 -0.731 -3.728
H -0.275 -1.863 -4.181
H -0.604 -0.139 -4.078
H -1.320 -2.140 -2.071
H -2.280 -1.037 -2.827
C -0.284 1.991 6.184
S -1.654 1.087 5.396
C -0.813 0.499 3.923
S -0.006 1.574 2.900
N -0.794 -0.785 3.835
N -0.478 -1.477 2.781
C 0.341 -2.473 2.876
C 0.674 -3.280 1.742
C 1.571 -4.353 1.905
C 1.940 -5.101 0.812
C 1.374 -4.794 -0.421
C 0.477 -3.740 -0.484
N 0.147 -2.980 0.543
H -0.686 2.426 7.093
H 0.513 1.294 6.428
H 0.070 2.761 5.505
H 0.846 -2.702 3.816
H 1.970 -4.559 2.885
H 2.654 -5.908 0.902
H 1.639 -5.352 -1.306
H 0.001 -3.498 -1.426
```

Calculated values
E_LUMO = -0.00080 Eh
frontier orbital gap = 6.64 eV
energy = -51733.51869 eV

***

2.
DFT (wB97M-V/def2-TZVPD) results for the ion C9H11N4S with charge +1 in a non-equilibrium geometry.

The geometry in XYZ format:
```
25
Properties=species:S:1:pos:R:3
C -0.394 2.388 -0.152
C 0.922 2.282 0.086
C 1.453 -1.388 1.087
C -1.261 1.256 -0.055
C 1.604 1.049 0.479
C 0.659 -2.118 -0.990
C -3.144 0.005 0.186
C 0.707 -0.083 1.041
C -0.508 -0.232 0.144
N 1.426 -2.237 0.163
N -2.509 1.215 -0.038
N 2.847 1.003 0.322
N 0.002 -0.735 -1.191
S -1.865 -1.291 0.665
H -0.858 3.334 -0.386
H 1.578 3.133 -0.014
H 2.072 -1.621 1.942
H 1.284 -2.333 -1.861
H -0.146 -2.860 -0.936
H -3.848 0.082 1.013
H -3.679 -0.329 -0.704
H 0.389 0.221 2.043
H 3.345 0.159 0.583
H 0.696 -0.078 -1.569
H -0.771 -0.821 -1.859
```

Calculated values
net charge = +1
E_LUMO = -0.15491 Eh
energy relative to the best compared isomer or geometry (same formula, charge and spin) = 5.4 kcal/mol
frontier orbital gap = 9.25 eV
energy = -26298.89501 eV

***

3.
DFT (wB97M-V/def2-TZVPD) results for a structure of composition C32H25BIrN6O2.

The geometry in XYZ format:
```
67
Properties=species:S:1:pos:R:3
Ir -0.212 -0.672 -0.092
C 4.751 -3.248 0.533
C 3.454 -3.611 0.183
C 2.392 -2.788 0.513
C 2.606 -1.602 1.229
C 3.919 -1.232 1.556
C 4.978 -2.054 1.204
N 1.516 -0.778 1.484
C 1.396 0.072 2.531
C 2.092 -0.019 3.756
C 1.837 0.896 4.750
C 0.894 1.907 4.538
C 0.176 1.998 3.348
C 0.407 1.073 2.355
N -0.243 1.050 1.119
N -0.990 2.107 0.858
C -1.580 2.050 -0.359
C -2.304 3.165 -0.821
C -2.870 3.126 -2.067
C -2.723 1.980 -2.859
C -2.015 0.921 -2.349
N -1.450 0.941 -1.129
H 5.583 -3.888 0.270
H 3.275 -4.537 -0.347
H 1.374 -3.068 0.251
H 4.102 -0.282 2.038
H 5.989 -1.754 1.447
H 2.793 -0.826 3.914
H 2.361 0.830 5.694
H 0.702 2.627 5.322
H -0.557 2.776 3.189
H -2.377 4.028 -0.174
H -3.423 3.978 -2.441
H -3.160 1.914 -3.845
H -1.893 0.011 -2.926
N 1.474 -0.194 -1.609
C 1.309 -1.085 -2.740
C 2.203 -1.143 -3.769
C 1.988 -1.995 -4.874
C 0.863 -2.763 -4.934
C -0.075 -2.735 -3.874
C -1.260 -3.503 -3.892
C -2.132 -3.442 -2.842
C -1.813 -2.637 -1.746
N -0.709 -1.908 -1.684
C 0.166 -1.914 -2.758
H 2.421 -0.248 -1.242
H 1.317 0.770 -1.895
H 3.084 -0.511 -3.742
H 2.711 -2.016 -5.678
H 0.671 -3.402 -5.786
H -1.469 -4.130 -4.750
H -3.053 -4.007 -2.833
H -2.474 -2.577 -0.895
O -1.437 -1.255 2.733
B -1.143 -1.663 1.382
O -1.481 -3.085 1.323
C -1.950 -3.434 2.502
C -2.416 -4.672 2.922
C -2.846 -4.718 4.223
C -2.821 -3.563 5.101
C -2.366 -2.337 4.697
C -1.923 -2.281 3.381
H -2.432 -5.532 2.268
H -3.222 -5.652 4.620
H -3.178 -3.683 6.116
H -2.347 -1.472 5.345
```

Calculated values
net charge = +2
E_LUMO (alpha / beta) = -0.21333 / -0.32235 Eh
energy relative to the best compared isomer or geometry (same formula, charge and spin) = 9.6 kcal/mol
frontier orbital gap (alpha / beta) = 5.68 / 4.54 eV
energy = -50126.38549 eV
spin multiplicity = 6

***

4.
DFT (wB97M-V/def2-TZVPD) results for a cluster of 6 separate species, C32H64F2N6O7P in total in a non-equilibrium geometry.

The geometry in XYZ format:
```
112
Properties=species:S:1:pos:R:3
C 4.146 2.213 0.984
C 2.833 1.479 0.761
C 2.461 0.516 1.702
C 1.307 -0.201 1.533
C 0.471 0.002 0.438
C -0.765 -0.869 0.324
N -2.036 -0.133 0.401
N -2.603 0.455 -0.669
C -3.752 1.016 -0.303
N -4.556 1.681 -1.155
N -5.761 2.252 -0.816
C -5.648 3.307 0.167
O -5.717 3.213 1.346
F -5.389 4.499 -0.391
C -6.773 1.272 -0.533
O -6.926 0.363 -1.295
F -7.556 1.384 0.524
N -3.975 0.802 1.000
C -2.899 0.091 1.384
P -2.693 -0.507 3.148
N -1.254 -1.065 3.412
C 0.835 0.978 -0.468
C 1.996 1.708 -0.311
H 4.339 2.926 0.174
H 4.006 2.821 1.889
H 4.983 1.514 1.091
H 3.108 0.346 2.562
H 1.026 -0.953 2.267
H -0.693 -1.671 1.060
H -0.732 -1.367 -0.660
H -2.203 0.462 -1.599
H -4.264 1.780 -2.116
H -3.680 -1.485 3.431
H -2.895 0.646 3.945
H -1.290 -2.031 3.727
H 0.196 1.186 -1.332
H 2.279 2.470 -1.036
C -7.924 -2.777 -5.399
C -7.408 -3.992 -4.648
O -6.107 -3.819 -4.110
C -5.960 -2.787 -3.158
C -6.807 -2.977 -1.911
H -7.200 -2.452 -6.148
H -8.866 -3.010 -5.896
H -8.102 -1.934 -4.727
H -7.336 -4.832 -5.339
H -8.109 -4.294 -3.863
H -6.159 -1.811 -3.618
H -4.905 -2.789 -2.874
H -7.871 -2.885 -2.130
H -6.555 -2.223 -1.165
H -6.646 -3.968 -1.483
C 6.091 -1.965 3.376
C 5.021 -2.899 3.917
O 4.014 -3.216 2.972
C 4.440 -3.889 1.801
C 5.070 -5.245 2.072
H 5.637 -1.077 2.930
H 6.764 -1.655 4.175
H 6.692 -2.447 2.603
H 4.510 -2.410 4.747
H 5.468 -3.814 4.321
H 5.116 -3.252 1.219
H 3.544 -4.030 1.194
H 6.022 -5.147 2.596
H 5.259 -5.769 1.134
H 4.414 -5.855 2.694
C -3.844 9.273 3.527
C -5.142 9.471 2.763
O -5.061 9.100 1.398
C -4.757 7.745 1.137
C -5.790 6.770 1.679
H -3.016 9.759 3.008
H -3.926 9.691 4.531
H -3.592 8.215 3.627
H -5.401 10.530 2.771
H -5.968 8.944 3.254
H -3.756 7.499 1.509
H -4.718 7.650 0.050
H -5.797 6.760 2.771
H -5.573 5.766 1.343
H -6.792 7.049 1.348
C 9.681 2.821 -0.105
C 8.625 1.886 0.460
O 7.604 1.555 -0.466
C 8.018 0.875 -1.638
C 8.661 -0.474 -1.363
H 9.215 3.702 -0.549
H 10.365 3.141 0.682
H 10.273 2.336 -0.883
H 8.125 2.380 1.294
H 9.083 0.977 0.865
H 8.681 1.510 -2.235
H 7.116 0.722 -2.232
H 9.619 -0.366 -0.853
H 8.840 -1.006 -2.298
H 8.017 -1.084 -0.726
C 2.660 -4.043 -3.135
C 2.295 -4.442 -1.716
O 0.929 -4.226 -1.399
C -0.016 -4.950 -2.171
C 0.117 -6.457 -2.040
H 2.337 -3.021 -3.343
H 3.739 -4.109 -3.282
H 2.185 -4.693 -3.872
H 2.865 -3.827 -1.018
H 2.574 -5.482 -1.518
H 0.034 -4.643 -3.221
H -0.999 -4.650 -1.804
H 1.047 -6.818 -2.484
H -0.708 -6.957 -2.548
H 0.119 -6.753 -0.990
```

Calculated values
net charge = +1
E_LUMO = -0.13143 Eh
frontier orbital gap = 7.55 eV
energy = -72207.62778 eV

***

5.
DFT (wB97M-V/def2-TZVPD) results for a cluster of 12 separate species, H24O12 in total.

The geometry in XYZ format:
```
36
Properties=species:S:1:pos:R:3
O 3.974 -1.031 -0.155
H 4.332 -0.723 0.677
H 4.740 -1.314 -0.656
O -2.761 4.676 0.115
H -1.869 4.719 -0.230
H -3.226 5.382 -0.335
O -0.584 -0.697 4.202
H -1.294 -0.973 4.781
H 0.208 -1.050 4.608
O -5.500 -0.882 0.592
H -5.700 -0.858 1.528
H -4.646 -1.309 0.539
O -0.352 0.316 -0.009
H -0.393 0.344 0.947
H 0.281 0.995 -0.242
O 1.052 -2.611 -2.770
H 1.198 -2.279 -1.884
H 1.768 -3.229 -2.916
O -0.486 -4.079 1.826
H -0.856 -3.775 0.998
H -0.102 -3.295 2.219
O 3.664 1.051 -3.749
H 3.558 0.342 -3.115
H 4.611 1.158 -3.834
O -1.324 0.350 -3.644
H -1.285 0.511 -2.701
H -0.800 -0.439 -3.775
O -2.780 -3.419 -1.403
H -2.372 -2.968 -2.142
H -2.922 -4.312 -1.716
O 0.727 3.259 5.157
H 0.404 2.397 4.896
H 1.676 3.151 5.218
O 1.966 3.566 -0.963
H 2.658 4.000 -0.464
H 2.433 3.026 -1.600
```

Calculated values
E_LUMO = -0.00950 Eh
energy relative to the best compared isomer or geometry (same formula, charge and spin) = 61.3 kcal/mol
frontier orbital gap = 10.68 eV
energy = -24959.03575 eV

***

6.
DFT (wB97M-V/def2-TZVPD) results for an isolated molecule of C10H20S2 in a non-equilibrium geometry.

The geometry in XYZ format:
```
32
Properties=species:S:1:pos:R:3
S -3.689 0.466 -1.170
S 2.963 -0.060 0.823
C 2.248 2.741 2.292
C -1.270 -2.326 0.658
C -2.522 -0.942 -1.087
C 0.090 1.400 2.595
C -0.621 0.074 2.214
C 0.342 0.253 -0.094
C 1.580 1.043 0.435
C 1.024 2.060 1.556
C -1.958 -0.974 0.424
C -0.979 0.214 0.750
H -4.136 0.531 -2.395
H 4.110 0.515 1.330
H 2.204 3.526 3.123
H 2.766 3.211 1.518
H 2.893 1.961 2.681
H -1.200 -2.943 -0.345
H -1.909 -2.983 1.281
H -0.281 -2.363 1.167
H -1.731 -0.824 -1.824
H -3.118 -1.847 -1.222
H 0.696 1.236 3.557
H -0.578 2.204 2.952
H 0.073 -0.825 2.420
H -1.512 -0.065 2.850
H 0.680 -0.759 -0.387
H 0.084 0.635 -1.135
H 1.723 1.649 -0.473
H 0.382 2.739 0.960
H -2.808 -0.845 0.993
H -1.474 1.087 0.555
```

Calculated values
E_LUMO = 0.02645 Eh
frontier orbital gap = 9.70 eV
energy = -32363.26694 eV

***

7.
DFT (wB97M-V/def2-TZVPD) results for a structure of composition C23H52O4P4Pm in a non-equilibrium geometry.

The geometry in XYZ format:
```
84
Properties=species:S:1:pos:R:3
Pm -0.154 0.721 0.477
P -2.624 2.171 0.212
P -0.464 0.406 -2.620
P 0.723 1.666 3.169
H 3.497 1.097 -3.236
C 4.012 1.085 -2.264
C 4.312 -0.065 -1.631
H 3.932 -1.028 -1.993
C -2.747 3.667 -0.845
C -4.080 1.224 -0.389
C -3.269 2.854 1.783
C 0.963 -0.686 -2.888
C -2.006 -0.473 -3.106
C -0.272 1.882 -3.664
C 2.554 1.583 3.283
C 0.260 0.899 4.759
C 0.500 3.461 3.479
H 4.388 2.051 -1.903
H 4.937 -0.081 -0.738
H -1.856 4.296 -0.718
H -3.636 4.240 -0.548
H -2.834 3.386 -1.904
H -4.976 1.528 0.163
H -3.913 0.154 -0.224
H -4.244 1.396 -1.457
H -4.057 3.580 1.555
H -2.466 3.352 2.339
H -3.679 2.049 2.403
H 1.075 -0.842 -3.983
H 0.773 -1.646 -2.371
H 1.890 -0.225 -2.489
H -2.032 -0.518 -4.196
H -2.848 0.113 -2.688
H -1.996 -1.460 -2.609
H -0.175 1.571 -4.725
H 0.635 2.416 -3.329
H -1.156 2.530 -3.525
H 2.852 2.120 4.194
H 3.021 2.053 2.408
H 2.883 0.537 3.340
H 0.820 1.387 5.567
H 0.501 -0.172 4.718
H -0.821 1.021 4.901
H 1.135 3.745 4.331
H -0.555 3.666 3.705
H 0.795 4.040 2.591
C 1.674 3.397 -0.286
C 0.849 4.252 -1.062
C 0.989 5.589 -0.767
C 2.017 6.029 0.068
C 2.956 5.140 0.571
C 2.887 3.808 0.284
O 1.192 2.306 0.311
H -1.227 0.309 -1.267
H 0.158 3.822 -1.797
H 0.271 6.276 -1.207
H 2.052 7.089 0.310
H 3.728 5.477 1.248
H 3.556 3.043 0.664
C -3.748 -3.203 2.876
C -2.671 -2.259 2.397
O -2.155 -2.801 1.140
P -1.264 -1.915 0.112
O -0.748 -3.050 -0.954
C -1.143 -4.481 -1.051
C -0.437 -5.339 -0.041
O 0.161 -1.580 1.022
C 1.029 -2.689 1.628
C 2.123 -1.990 2.373
H -4.569 -3.269 2.155
H -4.155 -2.836 3.822
H -3.353 -4.211 3.045
H -3.079 -1.250 2.235
H -1.848 -2.195 3.119
H -2.231 -4.561 -0.958
H -0.860 -4.769 -2.065
H -0.765 -5.115 0.975
H -0.675 -6.387 -0.239
H 0.646 -5.222 -0.117
H 0.371 -3.278 2.275
H 1.379 -3.293 0.788
H 1.733 -1.389 3.203
H 2.795 -2.742 2.796
H 2.714 -1.345 1.712
```

Calculated values
net charge = +3
E_LUMO (alpha / beta) = -0.38118 / -0.37875 Eh
energy relative to the best compared isomer or geometry (same formula, charge and spin) = 26.0 kcal/mol
frontier orbital gap (alpha / beta) = 4.84 / 4.93 eV
energy = -86568.83374 eV
spin multiplicity = 5

***

8.
DFT (wB97M-V/def2-TZVPD) results for a structure of composition C2H6IN2S in a non-equilibrium geometry.

The geometry in XYZ format:
```
12
Properties=species:S:1:pos:R:3
C -1.375 0.274 0.660
C 1.942 -0.438 -0.111
N -2.350 -0.519 0.395
N -1.303 1.537 0.576
S 0.573 -1.078 0.863
I -4.353 -0.133 0.048
H 1.821 -0.762 -1.188
H 2.581 -1.263 0.234
H 2.341 0.565 0.091
H -1.946 -1.465 0.532
H -2.153 2.082 0.341
H -0.436 2.059 0.750
```

Calculated values
net charge = +1
E_LUMO (alpha / beta) = -0.16052 / -0.25893 Eh
energy relative to the best compared isomer or geometry (same formula, charge and spin) = 24.7 kcal/mol
frontier orbital gap (alpha / beta) = 7.40 / 6.49 eV
energy = -24076.41502 eV
spin multiplicity = 3

***

9.
DFT (wB97M-V/def2-TZVPD) results for an isolated molecule of C2H3N3S in a non-equilibrium geometry.

The geometry in XYZ format:
```
9
Properties=species:S:1:pos:R:3
C 0.127 0.306 1.354
C -0.591 -0.643 -0.940
H -0.511 -1.503 2.081
H 0.254 0.338 2.414
H -1.025 -0.790 -1.976
N -0.265 -0.953 1.162
N 0.460 1.178 0.562
N -1.057 -1.285 0.066
S 0.632 0.712 -1.096
```

Calculated values
E_LUMO = 0.01956 Eh
energy relative to the best compared isomer or geometry (same formula, charge and spin) = 54.2 kcal/mol
frontier orbital gap = 8.82 eV
energy = -17425.44842 eV

***

10.
DFT (wB97M-V/def2-TZVPD) results for a cluster of 2 separate species, C5H15NOS in total in a non-equilibrium geometry.

The geometry in XYZ format:
```
23
Properties=species:S:1:pos:R:3
C -1.959 2.062 -0.301
N -1.181 0.936 0.130
C -1.079 -0.135 -0.855
C -0.234 -1.258 -0.258
C 1.150 -0.640 0.149
S 2.300 -1.717 1.137
C -2.453 -0.753 -1.301
H -1.416 2.488 -1.195
H -2.180 2.718 0.567
H -2.988 1.663 -0.528
H -1.615 0.602 0.978
H -0.615 0.324 -1.799
H -0.099 -2.058 -1.079
H -0.644 -1.675 0.693
H 0.910 0.204 0.837
H 1.592 -0.198 -0.771
H 3.451 -1.054 0.890
H -3.064 0.131 -1.506
H -2.874 -1.277 -0.395
H -2.268 -1.434 -2.210
H 1.076 3.059 0.848
H 0.296 2.015 0.131
O 1.169 2.469 0.104
```

Calculated values
net charge = +1
E_LUMO (alpha / beta) = -0.12124 / -0.31949 Eh
energy relative to the best compared isomer or geometry (same formula, charge and spin) = 25.3 kcal/mol
frontier orbital gap (alpha / beta) = 10.18 / 4.21 eV
energy = -19791.51164 eV
spin multiplicity = 2

***

11.
DFT (wB97M-V/def2-TZVPD) results for an isolated molecule of C8H12O2S in a non-equilibrium geometry.

The geometry in XYZ format:
```
23
Properties=species:S:1:pos:R:3
C -0.497 -0.657 -1.922
C 1.022 -0.646 -1.840
C -0.980 -1.600 -0.845
C 1.321 -0.130 -0.466
C -0.487 -1.281 0.568
C 0.995 -1.076 0.692
C 0.272 0.231 0.545
C -0.864 2.527 1.260
O 1.592 1.997 1.839
O -0.221 0.763 3.058
S 0.283 1.333 1.882
H -0.952 0.249 -1.682
H -1.034 -0.962 -2.891
H 1.427 -1.813 -1.831
H 1.450 -0.014 -2.618
H -2.057 -1.860 -0.868
H -0.588 -2.703 -1.035
H 2.228 0.273 -0.339
H -0.899 -1.417 1.550
H 1.570 -1.510 1.549
H -1.719 2.091 0.749
H -1.437 3.013 2.124
H -0.425 3.191 0.520
```

Calculated values
E_LUMO = 0.02881 Eh
energy relative to the best compared isomer or geometry (same formula, charge and spin) = 60.2 kcal/mol
frontier orbital gap = 10.47 eV
energy = -23416.69693 eV

***

Look up the energy of the fourth one. -72207.62778 eV